{"formula": "C7H32NO8", "method": "ωB97M-V with the def2-TZVPD basis set", "symbols": ["C", "C", "C", "C", "C", "C", "C", "N", "H", "H", "H", "H", "H", "H", "H", "H", "H", "H", "H", "H", "H", "H", "H", "H", "H", "H", "O", "H", "H", "O", "H", "H", "O", "H", "H", "O", "H", "H", "O", "H", "H", "O", "H", "H", "O", "H", "H", "O"], "coordinates": [[0.897, 0.846, 1.779], [-0.359, 0.168, 1.304], [-1.082, 0.865, 0.158], [-2.003, 1.984, 0.735], [-2.257, 3.118, -1.455], [-1.914, 3.221, -0.165], [-1.269, 4.376, 0.482], [0.179, -1.131, 0.615], [1.630, 1.284, 1.079], [1.522, 0.255, 2.453], [0.620, 1.666, 2.459], [-1.073, -0.100, 2.082], [-0.360, 1.373, -0.467], [-1.613, 0.168, -0.497], [-2.994, 1.495, 0.637], [-1.785, 2.257, 1.781], [-2.206, 4.018, -2.060], [-2.604, 2.215, -1.933], [-1.659, 4.561, 1.491], [-0.237, 3.989, 0.642], [-1.161, 5.329, -0.034], [-0.642, -1.691, 0.378], [0.590, -0.877, -0.297], [0.809, -1.644, 1.258], [3.872, -2.512, -2.869], [2.706, -2.082, -1.968], [2.929, -2.572, -2.767], [0.114, -4.309, 0.631], [0.141, -3.904, -0.913], [-0.191, -3.671, -0.023], [3.688, 2.037, -2.909], [3.735, 2.833, -1.617], [3.386, 2.022, -1.999], [2.689, -2.464, 0.337], [3.243, -2.270, 1.681], [2.670, -1.817, 1.048], [-3.435, -0.932, 0.619], [-4.884, -0.328, 0.420], [-4.238, -0.642, 1.054], [2.044, 1.025, -1.574], [1.061, -0.019, -2.251], [1.627, 0.142, -1.486], [0.298, -4.472, -3.417], [1.476, -3.619, -3.006], [0.596, -3.899, -2.685], [-1.714, -2.703, 4.222], [-1.650, -1.382, 3.462], [-1.190, -2.208, 3.584]], "atomic_forces_ev_per_a": [[0.51, 1.59, 1.91], [1.49, -1.35, -2.59], [0.34, 1.41, 1.23], [-0.66, -0.58, -1.32], [0.23, 1.10, 0.60], [-1.01, -1.20, -0.64], [1.21, 0.08, 0.85], [-2.19, 0.64, 1.19], [-0.89, -0.45, -0.39], [-0.33, -0.54, -0.16], [-0.09, 0.10, -0.33], [0.42, -0.14, 0.03], [0.37, -0.20, -0.17], [-0.21, 0.02, 0.26], [0.20, 0.92, 0.68], [-0.06, -0.38, -0.39], [0.06, -0.20, -0.19], [-0.16, -0.14, 0.13], [-0.07, 0.01, -0.26], [-0.23, 0.50, 0.18], [-0.36, -0.24, -0.35], [0.46, -0.56, 0.29], [0.69, 0.22, 0.70], [-0.20, 0.17, -0.93], [0.65, 0.03, -0.09], [0.12, 0.34, -0.15], [-0.57, -0.05, 0.18], [-0.06, -0.13, -0.35], [-0.07, -0.31, 0.16], [0.09, 0.12, -0.02], [0.01, -0.09, -0.22], [-0.04, 0.03, 0.10], [0.17, 0.36, 0.11], [-0.20, -0.03, -0.41], [0.06, 0.36, 0.33], [0.64, -0.65, 0.26], [-0.30, -0.02, -0.49], [0.16, -0.10, -0.38], [0.11, 0.03, 0.85], [0.06, -0.36, -0.25], [0.26, 0.38, -0.12], [-0.45, -0.61, 0.04], [-0.19, 0.26, 0.68], [-0.13, 0.10, 0.44], [0.16, -0.44, -1.02], [0.00, 0.02, -0.03], [-0.39, 0.25, 0.20], [0.36, -0.30, -0.16]], "lowdin_charge": [-0.0452, -0.2929, -0.1719, -0.1395, 0.0453, -0.3853, -0.0630, 0.1584, 0.0968, 0.0843, 0.0925, 0.1264, 0.0965, 0.1191, 0.1030, 0.1193, 0.0653, 0.0626, 0.0878, 0.0937, 0.0857, 0.1167, 0.0969, 0.1111, 0.0608, 0.0238, -0.0297, 0.0602, 0.0071, -0.0634, 0.0696, 0.0721, -0.0284, 0.0463, 0.0796, -0.0354, 0.0134, 0.0481, -0.0421, 0.0184, 0.0737, -0.0696, 0.0766, 0.0131, -0.0727, 0.0524, 0.0090, -0.0468], "total_charge": 1}

=====

{"formula": "C7H32O11", "method": "ωB97M-V with the def2-TZVPD basis set", "symbols": ["C", "C", "C", "C", "C", "C", "C", "H", "H", "H", "H", "H", "H", "H", "H", "H", "H", "O", "H", "H", "O", "H", "H", "O", "H", "H", "O", "H", "H", "O", "H", "H", "O", "H", "H", "O", "H", "H", "O", "H", "H", "O", "H", "H", "O", "H", "H", "O", "H", "H"], "coordinates": [[-2.709, 0.518, 0.638], [-2.089, 1.585, 0.141], [-0.742, 1.645, -0.363], [0.403, 1.719, 0.308], [1.731, 1.815, -0.342], [2.254, 3.019, -0.544], [2.584, 0.603, -0.658], [-3.675, 0.558, 1.059], [-2.253, -0.459, 0.722], [-2.749, 2.477, 0.115], [-0.652, 1.875, -1.433], [0.465, 1.762, 1.392], [1.640, 3.892, -0.251], [3.122, 3.436, -1.050], [3.472, 0.716, 0.076], [2.140, -0.341, -0.380], [3.112, 0.630, -1.614], [1.510, 0.051, 4.669], [0.612, -0.214, 4.412], [1.981, -0.599, 4.124], [-1.941, -2.876, -2.574], [-2.047, -2.001, -2.171], [-1.797, -2.767, -3.515], [2.322, -1.345, -2.949], [1.823, -1.957, -3.501], [3.241, -1.283, -3.213], [-0.607, -3.225, -0.297], [0.332, -3.461, -0.272], [-0.987, -3.254, -1.196], [0.807, -2.260, 2.997], [0.232, -2.604, 2.273], [0.449, -2.720, 3.762], [-2.630, -0.177, -3.091], [-3.010, 0.527, -2.554], [-2.175, 0.206, -3.859], [-1.302, -0.237, 3.511], [-0.873, 0.355, 2.889], [-1.708, -0.960, 3.024], [-1.092, -3.760, 2.173], [-0.831, -3.819, 1.216], [-1.941, -3.307, 2.141], [-0.242, 3.007, 3.824], [0.225, 2.466, 4.469], [0.387, 3.172, 3.111], [0.320, 0.416, -3.307], [-0.418, 0.016, -2.819], [0.973, -0.235, -2.943], [1.483, 2.759, -3.858], [1.272, 2.642, -2.930], [1.229, 2.148, -4.539]], "atomic_forces_ev_per_a": [[1.05, -0.41, -0.07], [-1.97, 0.17, 0.85], [1.00, 1.00, -0.99], [0.15, -0.48, 0.30], [1.22, 0.36, -0.97], [-1.45, 2.24, 0.01], [1.97, 0.57, 2.22], [-1.06, 0.32, 0.18], [0.39, -0.05, -0.17], [0.84, -0.23, -0.18], [-0.04, -0.44, 0.14], [-0.41, -0.43, 0.12], [0.08, -0.54, 0.01], [0.39, -1.21, 0.07], [-1.23, -0.41, -0.90], [-0.25, -0.25, -0.49], [-0.74, -0.05, -0.12], [-0.17, -0.38, -0.48], [-0.24, 0.20, 0.26], [0.24, 0.24, 0.17], [0.15, -0.33, 0.63], [-0.28, 0.14, -0.77], [-0.08, 0.29, -0.02], [-0.46, -0.26, 0.50], [0.65, -0.11, -0.27], [-0.02, -0.23, -0.36], [0.46, 0.14, 0.31], [-0.28, 0.17, -0.70], [0.45, -0.39, -0.16], [0.35, 0.09, -0.61], [0.48, 0.33, 1.07], [0.01, -0.03, -0.03], [0.27, -0.20, -0.17], [0.13, 0.16, -0.19], [-0.36, 0.19, 0.43], [-0.23, 0.08, 0.65], [-0.17, -0.03, -0.30], [0.33, 0.20, -0.15], [-0.25, -0.46, -0.53], [-0.84, -0.03, 0.72], [-0.05, -0.17, -0.04], [-0.10, 0.03, -0.29], [0.19, -0.10, -0.03], [0.00, -0.01, 0.30], [-0.27, -1.81, 1.11], [-0.60, 0.67, -0.26], [0.50, 1.15, -0.79], [1.35, 2.27, -0.44], [-0.47, -1.12, -0.48], [-0.63, -0.82, 0.90]], "lowdin_charge": [0.0074, -0.1802, -0.1141, -0.0572, -0.3669, 0.0277, -0.0614, 0.0497, 0.0527, 0.1199, 0.1085, 0.1029, 0.0774, 0.0773, 0.1121, 0.0640, 0.0702, -0.0814, -0.0150, 0.0195, -0.0466, 0.0299, 0.0607, -0.0474, 0.0649, 0.0694, -0.0574, 0.0745, 0.0108, -0.0930, -0.0018, 0.0439, -0.0505, 0.0509, 0.0609, -0.0485, 0.0158, 0.0221, -0.0838, 0.0075, 0.0497, -0.0548, 0.0274, 0.0224, -0.0852, 0.0075, 0.0104, -0.0726, -0.0116, 0.0111], "smiles": "C=C/C=C/C(=C)C.O.O.O.O.O.O.O.O.O.O.O", "total_charge": 0}

=====

{"formula": "C7H33NO10", "method": "ωB97M-V with the def2-TZVPD basis set", "symbols": ["C", "C", "C", "C", "C", "C", "C", "N", "H", "H", "H", "H", "H", "H", "H", "H", "H", "H", "H", "H", "H", "O", "H", "H", "O", "H", "H", "O", "H", "H", "O", "H", "H", "O", "H", "H", "O", "H", "H", "O", "H", "H", "O", "H", "H", "O", "H", "H", "O", "H", "H"], "coordinates": [[-0.915, -0.385, 1.152], [-0.677, -0.427, -0.143], [-1.739, -0.392, -1.163], [-2.745, -1.284, -1.202], [-2.972, -2.359, -0.210], [-1.641, 0.724, -2.175], [-0.255, 0.885, -2.808], [0.598, 1.862, -2.099], [-1.878, -0.279, 1.556], [-0.118, -0.386, 1.897], [0.328, -0.426, -0.592], [-3.513, -1.194, -1.977], [-3.409, -3.271, -0.691], [-2.045, -2.657, 0.348], [-3.710, -2.042, 0.552], [-1.978, 1.666, -1.672], [-2.380, 0.572, -2.942], [0.266, -0.118, -2.839], [-0.325, 1.177, -3.895], [0.603, 2.754, -2.649], [0.190, 2.047, -1.132], [2.810, 0.177, -1.272], [2.571, -0.568, -1.854], [2.286, 0.962, -1.608], [0.583, 2.368, 1.182], [0.979, 1.493, 0.931], [0.764, 2.433, 2.150], [-2.469, 2.052, 2.119], [-2.452, 2.428, 1.242], [-1.568, 1.906, 2.233], [2.326, -0.733, 1.180], [2.569, -0.346, 0.337], [1.993, -1.615, 0.992], [1.387, -3.190, 0.667], [0.844, -3.525, 1.356], [0.869, -3.271, -0.134], [-0.028, -3.179, -1.619], [-0.771, -2.537, -1.554], [-0.366, -3.929, -2.051], [0.874, 2.362, 3.842], [1.321, 1.486, 3.875], [0.147, 2.273, 4.347], [1.995, -1.870, -2.789], [2.723, -2.424, -2.865], [1.277, -2.383, -2.344], [2.052, -0.059, 3.765], [2.920, -0.077, 4.058], [2.165, -0.338, 2.852], [-1.578, 3.246, -0.115], [-0.790, 2.998, 0.392], [-1.660, 4.189, -0.006]], "atomic_forces_ev_per_a": [[1.48, -0.20, 0.53], [0.22, 0.04, -0.84], [-0.55, -0.18, -0.35], [0.26, 0.54, -0.23], [-0.21, -1.35, 0.82], [-0.39, 0.56, 0.30], [0.53, -0.46, -0.70], [-0.47, 1.00, 0.50], [-1.30, -0.02, 0.21], [0.00, -0.04, -0.35], [-0.12, 0.00, 0.65], [0.31, 0.09, 0.09], [0.37, 0.65, 0.33], [-0.81, 0.30, -0.48], [0.32, -0.15, -0.28], [0.60, -0.59, -0.36], [-0.37, -0.32, -0.47], [-0.47, 0.93, 0.10], [-0.06, -0.14, 1.13], [-0.08, -1.07, 1.16], [0.77, 0.01, -2.01], [-0.25, 1.10, -0.20], [-0.08, 0.19, -0.05], [0.33, -0.89, 0.26], [0.84, -1.16, -0.23], [-0.48, 1.04, 0.25], [-0.19, 0.21, -0.08], [-2.44, 0.05, 0.49], [-0.42, 0.41, -0.74], [2.60, -0.54, 0.69], [-0.06, 0.39, 1.40], [0.39, 0.47, -0.98], [-0.18, -0.59, -0.16], [1.15, 0.13, -0.20], [-0.72, -0.46, 1.04], [-0.40, -0.03, -0.52], [-0.14, 1.69, 0.77], [0.27, -0.20, -0.06], [-0.69, -1.56, -0.91], [3.87, 0.29, -2.56], [0.13, 0.00, 0.06], [-3.99, -0.28, 2.71], [-2.39, 1.18, 0.24], [2.10, -1.69, -0.25], [0.59, 0.26, -0.42], [-2.33, 0.15, -0.10], [2.64, 0.05, 1.34], [-0.20, -0.20, -1.26], [-0.43, -0.03, -0.54], [0.54, -0.08, 0.27], [-0.07, 0.52, 0.01]], "lowdin_charge": [0.0396, -0.1512, -0.2679, -0.1311, -0.1204, -0.1489, -0.2477, -0.0166, 0.0590, 0.0674, 0.0960, 0.1135, 0.0832, 0.0751, 0.0889, 0.1138, 0.1005, 0.0964, 0.1255, 0.1040, 0.0616, -0.1024, -0.0115, 0.0370, -0.0811, 0.0551, 0.0175, -0.0376, -0.0101, -0.0460, -0.0703, -0.0118, -0.0080, -0.0191, 0.0473, -0.0079, -0.0198, 0.0610, 0.0711, -0.0110, 0.0183, -0.0048, -0.0362, 0.0278, 0.0187, -0.0218, 0.0254, -0.0061, -0.0661, -0.0107, 0.0627], "smiles": "C=C/C(=C\\C)CCN.O.O.O.O.O.O.O.O.O.O", "total_charge": 0}

=====

Kohn-Sham gap values (in eV) by entry order: 9.08 9.23 9.22.
Calculated total energy values (in eV) by entry order: -25642.48202 -30298.04918 -29759.87521.